17
Properties=species:S:1:pos:R:3:forces:R:3:nbo_charge:R:1 method="wB97M-V/def2-TZVPD" e_above_lowest_kcal_mol=33.6 multiplicity=3 fmax_ev_per_a=6.5 homo_lumo_gap_ev="7.6 / 6.3" charge=0
C 0.734 2.012 0.600 -1.9 -0.8 -1.0 -0.242
C -1.526 1.657 -0.418 -2.0 1.7 1.0 -0.237
C 1.252 1.022 -0.111 -5.2 -1.0 -2.0 -0.228
C -1.184 0.569 -1.103 2.8 -0.8 0.7 -0.233
C -0.646 2.364 0.555 1.6 -4.3 -4.6 0.241
C 0.330 0.232 -1.051 -0.4 0.5 0.0 0.292
C 0.688 -1.803 0.190 -1.6 2.5 -0.9 -0.240
O -1.129 3.124 1.356 -2.2 3.7 3.4 -0.146
O 0.635 -1.113 -1.084 0.1 -0.4 0.2 -0.558
Br 0.945 0.881 -2.934 0.0 -0.2 0.0 -0.121
H 1.289 2.532 1.243 2.2 2.1 2.5 0.216
H -2.554 2.108 -0.475 1.0 -0.8 0.2 0.231
H 2.208 0.762 -0.237 3.6 -0.7 0.0 0.223
H -1.858 -0.111 -1.646 0.5 0.7 0.1 0.252
H 1.351 -2.557 0.053 1.8 -2.4 -0.3 0.194
H -0.287 -2.144 0.443 -0.9 -0.5 0.2 0.177
H 1.019 -1.171 0.978 0.4 0.7 0.6 0.180